# 1
The following is a DFT calculation (the ωB97M-V functional and the def2-TZVPD basis) of a structure of composition C16H32CuO22S5.

Total charge   0
DFT total energy   -5915.27189 Ha
2S+1   2
Energy relative to the best compared isomer or geometry (same formula, charge and spin)   3.662 eV
Strongest force on any atom   6.01 eV/A
Orbital gap (spin up / spin down)   8.962 / 6.858 eV
LUMO energy (spin up / spin down)   -1.85 / -3.90 eV

Last column: Mulliken charge in e.
Geometry (Å):
Cu -2.350 0.688 0.425  0.14
S 0.299 0.334 0.516  1.28
O 1.322 1.128 1.139  0.15
O -0.760 -0.148 1.410  -0.66
O -0.499 1.120 -0.375  -0.79
O 0.863 -0.752 -0.306  -0.72
C -4.295 2.271 -3.168  -0.87
C -2.792 2.702 -3.452  -0.18
C -2.404 2.794 -1.939  -0.54
O -3.008 1.579 -1.441  0.11
C -4.214 1.301 -2.081  -0.37
H -4.559 1.663 -4.033  0.38
H -4.970 3.128 -3.171  0.30
H -2.700 3.633 -4.011  0.42
H -2.307 1.884 -3.985  -0.10
H -2.818 3.626 -1.369  0.39
H -1.322 2.831 -1.810  0.17
H -5.046 1.442 -1.391  0.34
H -4.121 0.292 -2.480  0.14
C -2.162 -3.186 -1.407  -0.86
C -3.169 -3.495 -0.286  -0.51
C -3.750 -2.181 -0.026  -0.74
O -2.801 -1.213 -0.429  0.60
C -2.064 -1.719 -1.620  1.05
H -2.424 -3.920 -2.169  0.44
H -1.203 -3.551 -1.039  0.21
H -2.652 -3.900 0.584  0.15
H -3.949 -4.228 -0.491  0.32
H -3.903 -2.059 1.047  0.42
H -4.661 -1.979 -0.588  0.31
H -0.975 -1.664 -1.620  -0.78
H -2.371 -1.290 -2.574  0.06
C 0.157 -3.341 2.004  0.08
C 1.144 -2.451 2.778  0.30
O 1.878 -3.497 3.487  -0.39
S 0.955 -4.728 4.023  1.06
O -0.038 -4.503 5.036  -0.53
O 1.830 -5.879 4.164  -0.53
O 0.295 -4.672 2.564  -0.42
H 0.308 -3.246 0.929  0.12
H -0.863 -3.023 2.219  0.10
H 0.667 -1.759 3.472  0.17
H 1.761 -1.835 2.125  -0.05
C 2.015 2.462 4.040  0.01
C 0.794 3.005 3.313  -0.11
O 0.282 3.923 4.183  -0.44
S 0.259 3.211 5.658  1.05
O -0.808 2.191 5.661  -0.52
O 0.304 4.206 6.742  -0.54
O 1.734 2.375 5.432  -0.39
H 2.797 3.197 3.850  0.28
H 2.301 1.437 3.802  0.10
H 0.048 2.211 3.260  0.17
H 1.034 3.423 2.335  0.38
C 4.751 0.518 1.121  -0.26
C 4.087 1.689 0.472  0.47
O 5.110 2.314 -0.311  -0.31
S 6.567 1.857 0.190  1.09
O 7.332 3.016 0.726  -0.55
O 7.172 1.025 -0.858  -0.56
O 6.064 0.859 1.385  -0.39
H 4.730 -0.381 0.505  0.36
H 4.430 0.191 2.109  0.21
H 3.587 2.451 1.069  0.15
H 3.391 1.177 -0.192  -0.29
C 0.803 0.313 -3.255  0.88
C 1.327 -1.059 -3.618  -0.22
O 0.712 -1.429 -4.834  -0.36
S -0.408 -0.460 -5.353  1.05
O -1.675 -0.783 -4.798  -0.49
O -0.355 -0.184 -6.807  -0.59
O 0.324 0.708 -4.516  -0.45
H 1.563 0.933 -2.780  0.32
H -0.036 0.169 -2.574  -0.73
H 1.035 -1.736 -2.815  0.15
H 2.400 -1.030 -3.805  0.37

# 2
The following is a DFT calculation (the ωB97M-V functional and the def2-TZVPD basis) of a structure of composition C16H32CuO8S.

Total charge   0
DFT total energy   -3269.30660 Ha
2S+1   2
Energy relative to the best compared isomer or geometry (same formula, charge and spin)   1.752 eV
Strongest force on any atom   6.25 eV/A
Orbital gap (spin up / spin down)   7.774 / 6.601 eV
LUMO energy (spin up / spin down)   0.16 / -0.97 eV

Last column: Mulliken charge in e.
Geometry (Å):
Cu -5.795 5.349 19.203  0.20
S -5.845 2.666 19.491  1.32
O -6.890 3.508 18.865  -0.64
O -4.914 3.720 19.920  -0.65
O -6.333 1.740 20.476  -0.68
O -5.176 1.787 18.525  -0.74
C -9.182 7.371 17.208  -0.68
C -8.749 8.590 18.097  -0.71
C -7.859 8.108 19.225  -0.64
O -7.380 6.925 18.672  0.88
C -8.427 6.242 17.859  -0.60
H -9.011 7.360 16.132  0.29
H -10.261 7.282 17.326  0.31
H -9.557 9.153 18.566  0.46
H -8.124 9.311 17.570  0.23
H -8.400 7.885 20.144  0.24
H -7.045 8.813 19.392  0.28
H -9.009 5.635 18.553  0.32
H -8.039 5.579 17.086  0.27
C -5.098 6.502 15.057  -0.53
C -4.647 5.042 14.872  -0.79
C -4.465 4.534 16.354  -0.85
O -4.972 5.586 17.229  0.28
C -4.887 6.871 16.536  0.11
H -6.150 6.564 14.781  0.17
H -4.659 7.185 14.330  0.44
H -3.850 4.863 14.150  0.36
H -5.408 4.363 14.487  0.29
H -3.384 4.484 16.488  0.31
H -4.870 3.537 16.530  0.54
H -3.948 7.313 16.868  -0.08
H -5.728 7.529 16.756  -0.25
C -7.330 4.487 22.639  -0.69
C -5.929 4.807 23.114  -0.60
C -5.454 6.049 22.358  -0.39
O -6.322 6.126 21.276  -0.30
C -7.622 5.667 21.747  -0.56
H -8.053 4.474 23.454  0.42
H -7.330 3.575 22.043  0.14
H -5.234 3.988 22.932  0.26
H -6.102 4.977 24.177  0.32
H -4.414 6.049 22.033  -0.05
H -5.630 6.953 22.942  0.38
H -8.252 5.358 20.913  0.12
H -8.224 6.471 22.169  0.53
C -2.257 7.885 19.063  -0.57
C -1.583 6.586 19.045  -0.62
C -2.663 5.606 19.403  -0.70
O -3.920 6.348 19.583  1.34
C -3.585 7.680 19.791  -0.87
H -2.346 8.161 18.012  0.21
H -1.734 8.581 19.719  0.44
H -0.859 6.527 19.858  0.30
H -1.112 6.344 18.092  0.22
H -2.392 5.127 20.344  0.37
H -2.746 4.734 18.755  0.33
H -3.487 7.774 20.872  0.47
H -4.406 8.311 19.452  0.03

# 3
The following is a DFT calculation (the ωB97M-V functional and the def2-TZVPD basis) of a structure of composition C16H32CuO8S.

Total charge   0
DFT total energy   -3269.33543 Ha
2S+1   2
Energy relative to the best compared isomer or geometry (same formula, charge and spin)   0.968 eV
Strongest force on any atom   4.72 eV/A
Orbital gap (spin up / spin down)   7.833 / 6.930 eV
LUMO energy (spin up / spin down)   0.13 / -0.73 eV

Last column: Mulliken charge in e.
Geometry (Å):
Cu -4.182 1.951 -8.534  0.30
S -5.856 2.215 -10.593  1.38
O -4.914 1.116 -10.297  -0.67
O -7.251 1.818 -10.550  -0.72
O -5.539 3.130 -9.466  -0.61
O -5.635 2.868 -11.873  -0.70
C -5.826 -1.566 -6.449  -0.67
C -7.103 -0.769 -6.375  -0.56
C -6.639 0.613 -6.887  -0.16
O -5.402 0.361 -7.572  0.22
C -5.221 -1.047 -7.753  -0.27
H -5.927 -2.652 -6.384  0.44
H -5.064 -1.353 -5.692  0.24
H -7.358 -0.655 -5.319  0.32
H -7.923 -1.193 -6.945  0.32
H -6.503 1.344 -6.094  -0.17
H -7.386 0.955 -7.606  0.21
H -4.181 -1.270 -7.967  0.03
H -5.823 -1.450 -8.575  0.21
C -5.034 4.660 -5.223  -0.59
C -5.019 3.364 -4.438  -0.73
C -4.113 2.467 -5.282  -0.74
O -4.315 2.873 -6.656  0.62
C -4.986 4.158 -6.655  -0.62
H -4.131 5.186 -4.904  0.30
H -5.864 5.348 -5.078  0.39
H -5.968 2.837 -4.319  0.27
H -4.569 3.403 -3.444  0.41
H -4.137 1.407 -5.024  0.20
H -3.060 2.682 -5.064  0.44
H -5.990 4.105 -7.071  0.31
H -4.374 4.820 -7.266  0.13
C -2.084 4.085 -11.684  -0.57
C -1.743 4.976 -10.515  -0.81
C -1.994 4.144 -9.257  0.19
O -2.589 2.886 -9.730  0.44
C -2.209 2.684 -11.087  -0.75
H -1.319 4.054 -12.461  0.38
H -3.010 4.390 -12.169  0.26
H -2.277 5.923 -10.443  0.33
H -0.703 5.310 -10.593  0.32
H -2.760 4.594 -8.631  -0.50
H -1.129 3.758 -8.715  0.26
H -2.923 2.105 -11.671  0.37
H -1.264 2.129 -11.125  0.31
C -0.357 0.314 -8.766  -0.60
C -0.169 0.972 -7.365  -0.71
C -1.502 0.791 -6.648  -0.61
O -2.449 0.768 -7.699  0.72
C -1.826 -0.087 -8.657  -1.06
H 0.302 -0.553 -8.786  0.43
H -0.052 1.024 -9.527  0.05
H -0.026 2.046 -7.523  0.12
H 0.738 0.653 -6.854  0.42
H -1.577 1.541 -5.863  0.21
H -1.470 -0.126 -6.042  0.29
H -2.291 -0.216 -9.637  0.44
H -1.881 -1.117 -8.283  0.59

# 4
The following is a DFT calculation (the ωB97M-V functional and the def2-TZVPD basis) of a cluster of 2 separate species, C16H32F3N2O3 in total.

Total charge   -1
DFT total energy   -1263.57865 Ha
2S+1   1
Strongest force on any atom   1.94 eV/A
Orbital gap   4.542 eV
LUMO energy   2.80 eV

Last column: Mulliken charge in e.
Geometry (Å):
C 2.217 -3.968 -1.878  -1.00
C 3.052 -2.752 -1.357  -0.40
C 2.415 -1.996 -0.125  -0.38
C 0.878 -2.245 0.022  0.11
N 0.343 -1.304 1.044  -0.01
N -0.899 -0.806 0.511  -0.43
C -1.019 0.617 0.775  -0.16
C -1.601 1.444 -0.425  -0.71
C -0.668 1.517 -1.677  -0.65
C -0.822 0.364 -2.719  -0.29
C -2.295 -0.074 -3.017  -0.87
C -2.649 -1.329 -2.137  0.71
C -3.986 -2.007 -2.639  -0.80
O -4.496 -2.927 -1.686  -0.38
C -5.197 -2.261 -0.652  -0.66
H 1.952 -4.624 -1.025  0.25
H 2.774 -4.599 -2.602  0.37
H 1.303 -3.617 -2.400  0.17
H 3.279 -2.050 -2.189  0.29
H 4.026 -3.179 -1.014  0.31
H 2.634 -0.917 -0.276  0.02
H 2.882 -2.313 0.836  0.29
H 0.372 -1.964 -0.925  -0.50
H 0.612 -3.308 0.215  0.14
H 0.126 -1.851 1.885  0.20
H -0.037 1.100 1.051  -0.34
H -1.699 0.836 1.663  0.09
H -1.705 2.496 -0.048  0.44
H -2.633 1.096 -0.631  0.36
H 0.378 1.466 -1.288  0.18
H -0.765 2.530 -2.130  0.37
H -0.410 0.758 -3.684  0.43
H -0.203 -0.525 -2.489  -0.09
H -3.002 0.755 -2.789  0.35
H -2.398 -0.338 -4.093  0.40
H -1.860 -2.099 -2.168  -0.08
H -2.862 -0.991 -1.104  -0.19
H -4.686 -1.157 -2.841  0.37
H -3.759 -2.555 -3.574  0.35
H -5.715 -1.338 -0.989  0.28
H -5.956 -2.957 -0.240  0.24
H -4.532 -1.967 0.194  0.23
C 2.323 1.555 2.829  -0.90
C 2.019 2.941 2.305  -0.06
O 2.004 3.905 3.380  -0.34
C 3.191 4.333 3.794  0.34
O 4.243 3.987 3.350  -0.52
C 3.015 5.371 4.897  0.91
F 2.130 4.983 5.819  -0.25
F 2.581 6.537 4.403  -0.26
F 4.157 5.620 5.536  -0.25
H 1.622 1.283 3.620  0.29
H 2.255 0.816 2.029  0.12
H 3.325 1.507 3.261  0.39
H 1.024 2.955 1.862  0.28
H 2.723 3.244 1.528  0.24

- Which of these has the lowest 2S+1?
  C16H32F3N2O3

- Among the records above, which one has the highest strongest force on any atom?
  number 2